(1)
ORCA calculation (the ωB97M-V functional and the def2-TZVPD basis) on C4H6N2O in the gas phase at a distorted geometry.

Geometry as ORCA input:
```
! RIJCOSX wB97M-V def2-TZVPD def2/J DEFGRID3
* xyz 0 1
O 1.622 2.141 0.415
C 0.880 1.196 0.229
N 1.259 -0.114 0.453
C 0.485 -1.061 -0.314
C -0.743 -0.281 -0.666
C -1.410 0.404 0.425
N -0.465 1.243 -0.313
H 2.258 -0.224 0.518
H 0.047 -1.889 0.248
H 1.047 -1.465 -1.171
H -1.333 -0.754 -1.468
H -2.424 0.694 0.191
H -1.221 0.111 1.452
*
```

Summary:
SMILES string: O=C1NC[C@H]2CN12
ΔE to the lowest compared entry with this formula, charge and spin (kcal per mole): 40.1
Frontier orbital gap (eV): 10.67

Results of the natural (NBO) charge analysis, in e, for atoms 1 through 4: -0.577, 0.769, -0.639, -0.240

(2)
ORCA calculation (the ωB97M-V functional and the def2-TZVPD basis) on a molecular structure, C18H13CoF3N4SSe2Te2.

Geometry as ORCA input:
```
! RIJCOSX wB97M-V def2-TZVPD def2/J DEFGRID3
* xyz 0 4
Co -1.718 0.486 0.011
N 2.020 2.063 -0.693
C 3.037 1.144 -0.423
C 4.334 1.569 -0.154
C 5.336 0.643 0.096
C 5.049 -0.715 0.103
C 3.753 -1.141 -0.155
C 2.756 -0.219 -0.438
S 1.172 -0.739 -0.981
N 0.214 0.545 -0.396
C 0.678 1.796 -0.478
C -0.253 2.833 -0.308
C 0.059 4.216 -0.231
C -0.944 5.133 -0.132
C -2.284 4.687 -0.095
C -2.529 3.335 -0.119
N -1.570 2.403 -0.213
H 2.288 3.031 -0.692
H 4.553 2.632 -0.147
H 6.343 0.988 0.294
H 5.827 -1.440 0.308
H 3.513 -2.198 -0.159
H 1.089 4.549 -0.231
H -0.713 6.190 -0.074
H -3.111 5.378 -0.029
H -3.539 2.960 -0.061
Se -4.177 0.307 -0.253
Te -5.209 0.986 1.882
Te -3.352 0.244 3.715
Se -1.274 0.866 2.651
F -0.767 -6.287 0.669
C -1.428 -5.719 -0.343
F -2.658 -6.245 -0.375
F -0.814 -6.074 -1.479
C -1.492 -4.217 -0.208
C -2.065 -3.471 -1.222
C -2.132 -2.102 -1.071
N -1.658 -1.464 0.008
C -1.088 -2.192 0.965
C -0.995 -3.574 0.902
H -2.458 -3.938 -2.115
H -2.577 -1.487 -1.841
H -0.688 -1.644 1.806
H -0.529 -4.121 1.709
*
```

Summary:
Frontier orbital gap (alpha / beta) (eV): 5.09 / 4.96

Results of the natural (NBO) charge analysis, in e, for atoms 1 through 4: 0.978, -0.601, 0.231, -0.257

(3)
ORCA calculation (the ωB97M-V functional and the def2-TZVPD basis) on 12 unconnected molecules or ions with the total composition C38H105N5O15 at a distorted geometry.

Geometry as ORCA input:
```
! RIJCOSX wB97M-V def2-TZVPD def2/J DEFGRID3
* xyz 0 1
C -22.457 7.242 15.772
O -22.738 8.263 16.691
C -21.747 8.380 17.667
C -22.202 9.367 18.700
C -22.585 10.708 18.080
N -21.107 9.590 19.652
H -21.964 6.395 16.255
H -21.863 7.604 14.917
H -23.382 6.925 15.287
H -21.564 7.405 18.149
H -20.801 8.723 17.222
H -23.088 8.982 19.227
H -22.710 11.460 18.858
H -23.470 10.638 17.452
H -21.786 11.016 17.395
H -20.895 8.723 20.144
H -21.445 10.198 20.394
C -22.886 1.692 12.131
O -23.114 1.949 13.496
C -24.164 1.161 14.055
C -24.484 1.588 15.488
C -25.647 0.744 15.988
N -24.864 3.009 15.559
H -23.825 1.498 11.602
H -22.193 0.859 12.004
H -22.469 2.608 11.707
H -25.075 1.319 13.458
H -23.893 0.097 13.993
H -23.607 1.493 16.138
H -25.452 -0.325 15.897
H -26.539 0.960 15.388
H -25.900 0.999 17.015
H -25.716 3.240 15.052
H -24.149 3.646 15.229
C -16.748 -0.251 12.588
O -15.998 -1.400 12.945
C -14.865 -1.071 13.692
C -13.694 -0.537 12.914
C -13.086 -1.585 11.986
N -12.700 -0.004 13.854
H -16.153 0.436 11.991
H -17.124 0.259 13.485
H -17.608 -0.621 12.032
H -15.116 -0.430 14.552
H -14.519 -2.009 14.156
H -14.003 0.293 12.243
H -12.305 -1.155 11.352
H -13.832 -1.982 11.298
H -12.621 -2.377 12.579
H -13.148 0.599 14.546
H -12.016 0.585 13.396
C -21.074 6.344 11.587
O -19.996 5.660 11.013
C -20.205 5.370 9.638
C -18.878 5.196 8.943
C -19.052 5.124 7.426
N -18.118 4.011 9.368
H -21.402 7.186 10.971
H -20.758 6.708 12.564
H -21.902 5.646 11.764
H -20.829 4.466 9.588
H -20.745 6.203 9.165
H -18.263 6.075 9.167
H -19.521 6.028 7.028
H -19.678 4.268 7.163
H -18.070 5.059 6.964
H -18.202 3.878 10.381
H -18.587 3.172 9.018
C -22.609 -1.522 15.452
O -21.284 -1.299 15.039
C -20.458 -1.007 16.132
C -19.026 -0.879 15.674
C -18.211 -2.150 15.837
N -18.421 0.269 16.379
H -22.656 -2.406 16.107
H -23.190 -1.723 14.556
H -23.028 -0.685 16.024
H -20.776 -0.033 16.537
H -20.602 -1.748 16.932
H -19.094 -0.600 14.617
H -18.642 -2.976 15.263
H -18.220 -2.460 16.887
H -17.184 -2.025 15.498
H -18.514 0.130 17.384
H -17.411 0.278 16.220
C -18.624 7.963 15.325
C -17.333 8.709 15.031
C -16.647 9.273 16.254
O -16.396 7.834 14.382
H -19.387 8.654 15.705
H -18.464 7.162 16.048
H -19.042 7.570 14.395
H -17.552 9.514 14.312
H -15.609 9.501 16.022
H -16.655 8.535 17.062
H -17.148 10.176 16.603
H -16.779 7.602 13.518
C -28.242 4.684 11.901
C -27.078 4.044 12.637
C -25.749 4.612 12.156
O -27.181 4.259 14.045
H -29.167 4.160 12.153
H -28.124 4.600 10.820
H -28.352 5.736 12.166
H -27.081 2.964 12.486
H -25.654 5.643 12.511
H -25.635 4.591 11.070
H -24.892 4.072 12.572
H -27.159 5.208 14.210
C -22.731 3.924 18.778
C -24.227 4.202 18.842
C -24.632 5.355 17.926
O -24.969 3.013 18.570
H -22.395 3.677 17.768
H -22.500 3.115 19.482
H -22.103 4.727 19.184
H -24.472 4.500 19.867
H -24.157 5.305 16.948
H -24.273 6.305 18.349
H -25.713 5.471 17.853
H -25.022 2.903 17.605
C -19.003 3.686 18.607
C -18.007 4.776 18.237
C -18.695 5.977 17.605
O -17.350 5.248 19.411
H -18.479 2.778 18.930
H -19.671 3.444 17.785
H -19.599 4.012 19.463
H -17.281 4.374 17.519
H -18.005 6.495 16.932
H -19.036 6.701 18.342
H -19.535 5.661 16.979
H -17.246 4.511 20.020
O -22.132 4.271 14.398
C -20.734 4.107 14.331
C -20.291 3.002 15.271
O -18.910 2.721 15.082
H -22.525 3.393 14.189
H -20.396 3.925 13.300
H -20.218 5.032 14.620
H -20.905 2.108 15.109
H -20.459 3.368 16.292
H -18.725 1.856 15.512
O -17.837 3.708 12.736
C -16.782 4.536 13.206
C -16.408 5.541 12.150
O -17.370 6.581 12.042
H -18.325 3.364 13.506
H -17.073 5.057 14.124
H -15.913 3.901 13.457
H -16.229 5.057 11.185
H -15.457 6.000 12.436
H -18.158 6.253 11.573
O -15.486 0.391 16.802
C -15.355 1.767 17.158
C -15.327 2.604 15.928
O -14.122 2.267 15.236
H -14.625 0.043 16.549
H -16.234 2.034 17.741
H -14.410 1.923 17.683
H -15.348 3.675 16.157
H -16.197 2.379 15.297
H -14.125 2.703 14.378
*
```

Summary:
SMILES string: COC[C@H](C)N.COC[C@H](C)N.COC[C@H](C)N.COC[C@H](C)N.COC[C@H](C)N.CC(C)O.CC(C)O.CC(C)O.CC(C)O.OCCO.OCCO.OCCO
ΔE to the lowest compared entry with this formula, charge and spin (kcal per mole): 0.0
Frontier orbital gap (eV): 9.48

Results of the Mulliken charge analysis, in e, for atoms 1 through 4: -0.469, -0.497, 0.456, 0.459

(4)
ORCA calculation (the ωB97M-V functional and the def2-TZVPD basis) on a molecular structure, C14H25Al2BrClF4KN2O14S at a distorted geometry.

Geometry as ORCA input:
```
! RIJCOSX wB97M-V def2-TZVPD def2/J DEFGRID3
* xyz 0 1
C -1.538 2.849 1.255
C -2.272 1.495 1.275
C -2.651 1.038 -0.137
N -1.541 1.443 -1.101
C -1.075 0.451 -2.029
O -0.052 1.149 -2.784
S 1.345 0.832 -2.097
O 2.421 1.105 -2.956
O 1.492 1.431 -0.824
O 1.016 -0.749 -1.987
C -0.302 -0.804 -1.499
Cl -0.227 -1.020 0.252
H -0.472 2.669 1.197
H -1.854 3.492 0.437
H -1.751 3.393 2.163
H -1.587 0.787 1.722
H -3.155 1.557 1.900
H -2.847 -0.035 -0.162
H -3.573 1.573 -0.361
H -1.969 2.155 -1.701
H -1.749 0.075 -2.869
H -0.839 -1.665 -1.878
C 2.804 -1.928 -4.615
C 2.589 -2.606 -5.943
O 3.456 -2.378 -6.867
O 1.576 -3.362 -6.030
H 3.690 -1.299 -4.634
H 1.942 -1.307 -4.378
H 2.923 -2.681 -3.832
Al -3.436 0.575 -2.759
Br 3.872 -0.265 -7.966
O -1.949 6.883 5.328
C -1.866 5.862 4.683
C -0.893 6.444 3.048
O -0.794 5.447 2.360
H -2.759 5.409 4.213
H -1.200 5.037 5.004
H 0.018 6.907 3.474
H -1.513 7.291 2.697
C 2.721 -1.189 2.513
C 3.963 -2.030 2.692
O 3.788 -2.992 3.754
C 3.146 -4.098 3.431
O 2.697 -4.374 2.358
C 3.083 -5.039 4.650
F 2.753 -4.377 5.762
F 4.273 -5.615 4.851
F 2.184 -6.000 4.462
H 2.440 -0.714 3.454
H 2.886 -0.415 1.764
H 1.879 -1.803 2.195
H 4.803 -1.407 2.989
H 4.243 -2.533 1.768
Al 3.977 -4.317 -6.765
C -1.902 -2.620 2.996
O -2.303 -1.375 2.708
H -2.648 -3.238 3.532
H -1.643 -3.241 2.123
H -1.025 -2.663 3.667
N -5.380 2.102 -5.478
O -4.801 0.973 -5.551
O -5.411 2.665 -4.356
O -5.878 2.623 -6.461
K 0.948 -4.740 -7.650
F -4.076 -0.831 3.000
*
```

Summary:
Frontier orbital gap (eV): 1.52

Results of the Mulliken charge analysis, in e, for atoms 1 through 4: -1.259, 0.035, -1.037, -0.148

(5)
ORCA calculation (the ωB97M-V functional and the def2-TZVPD basis) on 2 unconnected molecules or ions with the total composition C12H23O8S3 at a distorted geometry.

Geometry as ORCA input:
```
! RIJCOSX wB97M-V def2-TZVPD def2/J DEFGRID3
* xyz -1 1
C -3.834 1.300 2.608
C -3.780 0.607 1.637
C -3.707 -0.284 0.496
C -2.543 0.215 -0.391
C -1.518 -0.895 -0.636
S -0.500 -0.648 -2.106
C -0.369 1.100 -2.521
C -0.054 2.047 -1.350
C 0.934 3.174 -1.728
C 2.320 2.879 -1.119
O 3.339 3.615 -1.781
C 1.195 -1.105 -1.647
C 1.392 -2.635 -1.687
C 1.809 -3.238 -0.342
S 3.014 -2.223 0.462
O 2.292 -1.332 1.323
O 3.844 -1.559 -0.502
O 3.858 -3.217 1.349
H -3.593 1.782 3.541
H -4.642 -0.187 -0.060
H -3.571 -1.319 0.811
H -2.889 0.683 -1.315
H -2.038 1.004 0.159
H -2.046 -1.832 -0.803
H -0.866 -1.006 0.232
H -1.286 1.377 -3.035
H 0.430 1.176 -3.261
H -0.983 2.515 -1.035
H 0.319 1.522 -0.470
H 0.982 3.328 -2.809
H 0.553 4.084 -1.272
H 2.297 3.196 -0.081
H 2.492 1.800 -1.198
H 3.177 3.517 -2.723
H 1.809 -0.644 -2.416
H 1.383 -0.658 -0.674
H 0.429 -3.087 -1.933
H 2.064 -2.936 -2.484
H 2.267 -4.211 -0.535
H 0.962 -3.454 0.302
H 4.399 -2.658 1.934
O -1.235 -0.638 4.149
S -1.886 -0.399 5.484
O -0.860 -0.443 6.556
O -2.926 -1.438 5.717
O -2.539 0.959 5.450
*
```

Summary:
Frontier orbital gap (eV): 2.08

Results of the natural (NBO) charge analysis, in e, for atoms 1 through 4: -0.126, -0.125, -0.464, -0.403

(6)
ORCA calculation (the ωB97M-V functional and the def2-TZVPD basis) on 2 unconnected molecules or ions with the total composition C4H7NO2 at a distorted geometry.

Geometry as ORCA input:
```
! RIJCOSX wB97M-V def2-TZVPD def2/J DEFGRID3
* xyz 0 1
C 0.665 1.006 -1.050
C 0.688 0.050 -0.033
N 1.025 0.446 1.276
O 1.182 -1.193 -0.408
H 0.767 0.690 -2.074
H 0.689 2.058 -0.827
H 1.068 -0.296 1.961
H 1.794 1.096 1.347
H 0.821 -1.850 0.201
C -2.040 -1.171 0.646
C -1.454 -0.257 0.072
O -1.707 0.799 -0.771
H -2.118 -1.972 1.333
H -1.380 0.595 -1.673
*
```

Summary:
SMILES string: C=C(N)O.C#CO
ΔE to the lowest compared entry with this formula, charge and spin (kcal per mole): 141.3
Frontier orbital gap (alpha / beta) (eV): 8.11 / 8.11

Results of the natural (NBO) charge analysis, in e, for atoms 1 through 4: -0.463, 0.384, -0.864, -0.697